1.
Molecular formula: CH3N2O4S
Method: DFT, wB97M-V/def2-TZVPD

- Max |F|: 2.76 eV/A
- Relative energy (zero: lowest compared OMol25 entry of this formula, charge and spin): 1.4064 eV
- Net charge: -1
- Highest occupied orbital energy: -4.63 eV
- Energy: -23091.429 eV
- Gap between HOMO and LUMO: 8.604 eV
- E_LUMO: 4.0 eV

CARTESIAN COORDINATES (ANGSTROEM)
C (-0.175, 0.414, 0.982)
N (-0.048, 1.856, 0.739)
N (-0.202, -0.292, -0.146)
O (1.198, -1.806, -1.421)
O (-0.341, -0.150, 2.074)
O (-0.939, -2.736, -0.483)
O (0.116, 0.406, -1.326)
S (0.367, -2.080, -0.232)
H (-0.696, 2.227, 0.087)
H (-0.083, 2.423, 1.548)
H (0.803, -0.262, -1.822)

---

2.
Molecular formula: C4H9N3O
Method: DFT, wB97M-V/def2-TZVPD

- Max |F|: 5.58 eV/A
- Relative energy (zero: lowest compared OMol25 entry of this formula, charge and spin): 4.6498 eV
- Highest occupied orbital energy: -8.51 eV
- Energy: -10807.812 eV
- Gap between HOMO and LUMO: 9.320 eV
- SMILES string: [H]/N=C(\NO)[C@@H]1C[C@@H]1N
- E_LUMO: 0.8 eV

CARTESIAN COORDINATES (ANGSTROEM)
C (0.389, 0.065, -1.357)
C (1.740, -0.353, -0.799)
C (0.421, -0.908, -0.170)
C (-0.107, -0.371, 1.132)
H (-0.349, 1.891, -1.964)
H (-0.064, 1.940, -0.472)
H (0.131, -0.371, -2.282)
H (2.566, -1.075, -1.167)
H (2.268, 0.320, -0.227)
H (0.086, -2.011, -0.338)
H (0.109, 0.170, 3.068)
H (-1.770, 0.110, 2.064)
H (-1.856, 0.237, -0.176)
N (-0.365, 1.264, -1.133)
N (0.632, 0.000, 2.140)
N (-1.487, -0.498, 1.324)
O (-2.344, -0.411, 0.358)

---

3.
Molecular formula: H4N2O3Si
Method: DFT, wB97M-V/def2-TZVPD

- Max |F|: 3.38 eV/A
- Relative energy (zero: lowest compared OMol25 entry of this formula, charge and spin): 3.3560 eV
- Highest occupied orbital energy (spin up / spin down): -9.01 / -9.02 eV
- Energy: -17061.410 eV
- Gap between HOMO and LUMO (spin up / spin down): 8.348 / 8.356 eV
- E_LUMO (spin up / spin down): -0.7 / -0.7 eV

CARTESIAN COORDINATES (ANGSTROEM)
N (-0.843, 1.056, 0.861)
N (1.453, 0.266, -0.294)
O (1.966, 1.329, -0.491)
O (1.949, -0.692, 0.228)
O (-0.762, -1.640, 0.129)
Si (-0.332, -0.113, -0.260)
H (-1.503, 0.839, 1.589)
H (-0.831, 2.038, 0.482)
H (-0.332, -2.481, 0.427)
H (-0.766, -0.601, -2.672)

---

4.
Molecular formula: C23H66O17
Method: DFT, wB97M-V/def2-TZVPD

- Max |F|: 1.93 eV/A
- Relative energy (zero: lowest compared OMol25 entry of this formula, charge and spin): 0.5126 eV
- Highest occupied orbital energy: -9.72 eV
- Energy: -59725.181 eV
- Gap between HOMO and LUMO: 10.190 eV
- SMILES string: CC(C)O.CC(C)O.CC(C)O.OCCO.OCCO.OCCO.OCCO.OCCO.OCCO.OCCO
- E_LUMO: 0.5 eV

CARTESIAN COORDINATES (ANGSTROEM)
C (2.161, 1.792, 2.827)
C (1.460, 0.807, 3.766)
C (1.444, 1.299, 5.214)
O (0.085, 0.622, 3.331)
H (2.546, 1.298, 1.941)
H (3.020, 2.254, 3.316)
H (1.494, 2.591, 2.500)
H (1.925, -0.178, 3.701)
H (0.970, 0.540, 5.840)
H (0.834, 2.201, 5.279)
H (2.465, 1.429, 5.569)
H (-0.480, 1.313, 3.714)
C (2.547, -4.632, -0.231)
C (1.246, -4.662, -0.980)
C (0.148, -5.248, -0.130)
O (0.941, -3.310, -1.335)
H (3.265, -4.055, -0.832)
H (2.955, -5.616, -0.021)
H (2.460, -3.989, 0.649)
H (1.330, -5.236, -1.913)
H (0.117, -4.774, 0.850)
H (0.371, -6.309, 0.020)
H (-0.812, -5.145, -0.635)
H (-0.012, -3.166, -1.451)
C (-1.926, -3.322, 4.062)
C (-1.628, -2.675, 2.693)
C (-2.593, -1.541, 2.438)
O (-0.248, -2.214, 2.721)
H (-3.004, -3.304, 4.273)
H (-1.437, -2.812, 4.894)
H (-1.603, -4.362, 4.136)
H (-1.689, -3.461, 1.939)
H (-2.553, -0.794, 3.235)
H (-3.608, -1.954, 2.422)
H (-2.473, -1.038, 1.476)
H (-0.257, -1.329, 3.112)
C (0.304, -0.432, -0.392)
C (0.372, 0.104, -1.774)
O (-0.882, 0.810, -1.993)
O (0.214, 0.656, 0.498)
H (1.190, -1.053, -0.201)
H (-0.515, -1.165, -0.355)
H (0.448, -0.682, -2.517)
H (1.179, 0.840, -1.814)
H (-0.899, 1.396, -1.222)
H (0.343, 0.295, 1.391)
C (-0.666, 4.288, -1.322)
C (0.271, 3.891, -0.211)
O (1.146, 4.941, 0.192)
O (-1.776, 5.033, -0.778)
H (-1.070, 3.400, -1.813)
H (-0.145, 4.899, -2.064)
H (0.862, 3.041, -0.557)
H (-0.313, 3.549, 0.652)
H (0.803, 5.785, -0.116)
H (-2.222, 5.487, -1.503)
C (-2.397, -1.648, -3.948)
C (-2.733, -2.045, -2.524)
O (-1.835, -3.066, -2.027)
O (-2.850, -2.585, -4.902)
H (-1.301, -1.518, -3.982)
H (-2.710, -0.614, -4.132)
H (-3.786, -2.350, -2.524)
H (-2.593, -1.207, -1.845)
H (-1.862, -3.758, -2.703)
H (-2.089, -3.062, -5.237)
C (-2.951, 3.302, 3.162)
C (-3.346, 2.312, 2.061)
O (-4.383, 2.877, 1.265)
O (-1.764, 2.816, 3.779)
H (-3.754, 3.433, 3.888)
H (-2.757, 4.238, 2.625)
H (-3.747, 1.416, 2.546)
H (-2.439, 2.018, 1.526)
H (-3.955, 3.422, 0.586)
H (-1.389, 3.506, 4.334)
C (-4.522, 1.325, -2.466)
C (-3.924, 2.315, -3.411)
O (-2.618, 2.002, -3.879)
O (-4.998, 0.190, -3.179)
H (-5.405, 1.806, -2.023)
H (-3.847, 1.068, -1.642)
H (-3.897, 3.289, -2.874)
H (-4.636, 2.564, -4.201)
H (-2.136, 1.669, -3.106)
H (-5.516, -0.331, -2.559)
C (5.758, -0.383, 1.873)
C (4.990, -0.857, 0.696)
O (3.580, -0.839, 0.901)
O (5.440, 1.004, 2.126)
H (6.817, -0.416, 1.594)
H (5.545, -0.975, 2.763)
H (5.253, -1.902, 0.498)
H (5.273, -0.334, -0.225)
H (3.301, 0.078, 0.803)
H (6.230, 1.407, 2.492)
C (3.948, -0.108, -4.331)
C (3.799, 0.754, -3.104)
O (3.528, 2.078, -3.409)
O (2.683, -0.345, -4.963)
H (4.425, -1.066, -4.123)
H (4.506, 0.499, -5.047)
H (4.715, 0.612, -2.516)
H (3.062, 0.300, -2.421)
H (2.888, 2.143, -4.125)
H (2.293, -1.136, -4.581)